{
  "formula": "C28H29BI2N8ORuS2",
  "method": "the ωB97M-V functional and the def2-TZVPD basis",
  "elements": ["I", "I", "Ru", "S", "S", "O", "N", "N", "N", "N", "N", "N", "N", "N", "C", "C", "C", "C", "C", "C", "C", "C", "C", "C", "C", "C", "C", "C", "C", "C", "C", "C", "C", "C", "C", "C", "C", "C", "C", "C", "C", "C", "B", "H", "H", "H", "H", "H", "H", "H", "H", "H", "H", "H", "H", "H", "H", "H", "H", "H", "H", "H", "H", "H", "H", "H", "H", "H", "H", "H", "H", "H"],
  "positions_angstrom": [[-1.58260, 1.98779, -4.07164], [-7.13436, 2.46672, -1.87723], [-0.32590, -0.76714, -0.32977], [-0.06393, 1.57750, -0.53118], [-0.99767, -0.45724, 1.91097], [-1.50399, -0.13432, -1.74814], [-0.08778, 2.07391, 2.59211], [2.01465, 2.28040, 1.23036], [3.38708, -1.43286, 1.61948], [-0.07232, -2.87834, -0.70763], [1.58479, -1.02591, 0.43084], [-2.24882, 1.86997, 2.65949], [2.35473, 2.75520, -0.86484], [-2.34275, -1.91878, -0.27677], [1.28569, -4.68924, -1.45539], [-3.71972, 0.01334, -0.85976], [2.71156, -0.74290, -0.36926], [2.15604, 2.95205, -2.29947], [5.23093, -0.44467, -1.44536], [-1.09285, 1.22100, 2.39836], [1.00221, -3.34317, -1.36605], [3.85260, -0.99633, 0.38381], [-3.02291, 1.42811, -2.68086], [2.81516, -0.32663, -1.69627], [-2.72098, 0.42964, -1.74163], [4.08578, -0.18687, -2.21812], [-0.90082, -3.75456, -0.12181], [-4.27517, 2.00740, -2.72913], [3.22655, 2.92293, 1.13501], [0.43310, -5.59440, -0.83986], [3.44130, 3.22268, -0.16625], [5.13658, -0.85323, -0.13140], [-0.68447, -5.11719, -0.17468], [-4.98010, 0.60290, -0.91036], [-3.47357, -1.09385, 0.12012], [-1.95544, 3.16144, 3.01865], [-3.60565, 1.32833, 2.62233], [-5.25395, 1.60179, -1.82259], [1.49516, 2.17739, 0.00195], [-0.60831, 3.28515, 2.96383], [2.05187, -1.42169, 1.59417], [-2.09044, -3.12151, 0.51875], [1.42833, 1.72845, 2.57614], [-4.02384, 1.42898, 1.62129], [1.98446, 2.27157, 3.49251], [-2.93126, -3.81912, 0.52738], [1.63692, -2.61143, -1.84524], [-2.41986, -2.16752, -1.26003], [-4.37987, -1.70114, 0.20986], [-4.49691, 2.76217, -3.47077], [3.09879, 2.77617, -2.81155], [2.15657, -5.01663, -2.00541], [-2.72019, 3.87066, 3.28391], [-5.75666, 0.26865, -0.23142], [1.39981, 2.25934, -2.65595], [6.01794, -1.06074, 0.46085], [1.93815, -0.12783, -2.30214], [-3.24644, -0.70134, 1.10658], [0.62695, -6.65769, -0.89144], [1.52937, 0.54439, 2.59831], [3.82372, 3.12933, 2.00580], [-4.21777, 1.88633, 3.32457], [-1.38681, -5.79103, 0.29723], [4.20612, 0.11707, -3.24993], [-1.89140, -2.82598, 1.55019], [0.02077, 4.13062, 3.18106], [1.82011, 3.96902, -2.49315], [1.44003, -1.72407, 2.42743], [6.20772, -0.33363, -1.89642], [4.25900, 3.72529, -0.65286], [-3.59355, 0.28484, 2.91973], [3.94855, -1.67951, 2.41870]],
  "e_tot_ha": -3108.79179,
  "total_charge": 2,
  "homo_lumo_gap_ev": [5.42, 5.42],
  "spin_multiplicity": 1,
  "homo_ev": [-12.73, -12.73]
}